No. 1
62
Properties=species:S:1:pos:R:3:nbo_charge:R:1 method="wB97M-V/def2-TZVPD" homo_energy_ev=-10.66 total_energy_ha=-1440.18374 max_force_ev_per_a=2.09 total_charge=+1 relative_energy_kcal_mol=0.0
O 0.80 -0.19 2.14 -0.6428
C 0.81 -1.38 1.84 0.8927
O 1.93 -2.12 1.69 -0.5151
C 3.16 -1.35 1.85 -0.0834
C 4.22 -2.41 1.82 -0.0611
C 4.65 -2.93 0.60 -0.2031
C 5.59 -3.96 0.58 -0.2027
C 6.09 -4.49 1.79 -0.2044
C 5.61 -3.99 3.01 -0.1888
C 4.67 -2.96 3.03 -0.2023
N -0.30 -2.17 1.59 -0.6634
C -1.53 -1.51 1.45 0.1920
C -2.04 -1.28 0.20 -0.4717
C -2.11 -1.03 2.71 -0.0318
C -3.37 -0.41 2.75 -0.1909
C -3.85 0.19 3.92 -0.2176
C -3.06 0.20 5.08 -0.1889
C -1.82 -0.47 5.08 -0.2135
C -1.38 -1.12 3.92 -0.1752
H 3.24 -0.64 1.01 0.1829
H 3.13 -0.82 2.81 0.2134
H 4.23 -2.52 -0.33 0.2071
H 5.93 -4.36 -0.37 0.2201
H 6.84 -5.27 1.77 0.2248
H 5.96 -4.40 3.95 0.2218
H 4.27 -2.56 3.96 0.2158
H -0.09 -2.92 0.94 0.4158
H -2.99 -0.77 0.10 0.2126
H -1.56 -1.74 -0.66 0.1864
H -3.98 -0.41 1.84 0.2036
H -4.83 0.66 3.92 0.2214
H -3.40 0.72 5.98 0.2235
H -1.20 -0.49 5.97 0.2233
H -0.45 -1.69 3.96 0.2165
C -4.18 2.62 -6.74 -0.2651
O -3.52 1.37 -6.44 -0.4491
C -2.63 1.32 -5.41 0.4440
C -2.31 0.04 -4.90 -0.2781
C -1.66 -0.07 -3.70 -0.0916
C -1.23 1.08 -2.97 -0.1140
C -0.64 0.92 -1.69 0.0836
C -0.10 1.98 -0.89 -0.0855
C 1.11 1.74 -0.18 -0.1192
C 1.77 2.77 0.47 -0.2045
C 1.23 4.06 0.49 -0.1192
C 0.00 4.31 -0.14 -0.2233
C -0.68 3.28 -0.80 -0.1694
C -1.38 2.35 -3.62 -0.0984
C -2.10 2.48 -4.79 -0.3124
H -4.89 2.36 -7.53 0.2275
H -4.71 3.00 -5.86 0.1976
H -3.46 3.36 -7.11 0.1936
H -2.64 -0.83 -5.47 0.2563
H -1.46 -1.06 -3.28 0.2303
H -0.42 -0.10 -1.39 0.2293
H 1.52 0.73 -0.20 0.2252
H 2.72 2.56 0.98 0.2387
H 1.76 4.87 1.00 0.2369
H -0.44 5.31 -0.11 0.2370
H -1.65 3.47 -1.25 0.2248
H -0.92 3.24 -3.19 0.2410
H -2.28 3.47 -5.22 0.2469

No. 2
92
Properties=species:S:1:pos:R:3:mulliken_spin:R:1 method="wB97M-V/def2-TZVPD" homo_energy_ev="-12.27 / -12.74" total_energy_ha=-2373.23872 max_force_ev_per_a=5.38 total_charge=+2 relative_energy_kcal_mol=153.2 s2=6.48 spin_multiplicity=5
Ru 0.64 -2.10 0.00 2.5498
C -1.33 -1.66 2.30 0.1486
C -0.95 -2.68 1.33 -0.0204
C 0.92 -2.07 2.66 -0.0318
C -0.24 -1.40 3.14 0.1838
C 0.50 -3.05 1.71 0.4576
C -2.72 -1.19 2.58 -0.0138
H -3.41 -1.51 1.80 -0.0024
H -2.71 -0.09 2.62 0.0222
H -3.12 -1.53 3.55 0.0223
C -0.28 -0.57 4.37 0.0479
H -1.27 -0.56 4.85 -0.0029
H -0.05 0.48 4.15 0.0016
H 0.45 -0.90 5.13 0.0028
C 2.24 -2.07 3.31 -0.0659
H 2.22 -2.41 4.36 0.0089
H 2.66 -1.05 3.31 0.0091
H 2.92 -2.71 2.74 0.0084
C 1.19 -4.21 1.15 -0.0295
H 0.79 -5.15 1.55 0.0188
H 2.26 -4.15 1.34 -0.0113
H 1.04 -4.19 0.04 0.0160
C -1.88 -3.60 0.64 0.0326
H -2.02 -4.51 1.25 -0.0015
H -1.46 -3.89 -0.33 0.0009
H -2.87 -3.14 0.54 0.0015
C -0.77 1.31 -0.56 0.0731
C -1.95 0.61 -0.83 0.0257
C -2.01 -0.54 -1.93 -0.0455
C -0.98 -1.70 -2.56 0.0687
C 0.47 -1.93 -2.32 -0.2774
C 1.69 -1.07 -2.49 -0.0003
C 1.75 0.26 -1.66 0.1573
C 0.53 1.27 -1.45 -0.0721
H -2.39 -0.04 -2.86 -0.0014
H -1.21 -1.61 -3.66 0.0002
H -2.87 -1.19 -1.64 -0.0050
H 0.23 1.70 -2.44 -0.0066
H -0.36 1.36 0.52 -0.0266
H -2.46 0.10 0.07 -0.0155
H 1.11 2.15 -1.12 -0.0053
H 2.19 -0.10 -0.71 -0.0466
H 2.60 -1.66 -2.18 0.0118
H 2.52 0.89 -2.15 -0.0095
H -1.49 -2.68 -2.39 0.0002
H 0.72 -3.00 -2.13 -0.1238
P -0.46 0.48 -3.99 0.0101
C -0.48 2.24 -4.65 0.0016
C -1.52 -0.03 -5.46 -0.0029
P 1.83 -1.31 -4.22 -0.0498
C 1.16 0.19 -4.86 -0.0034
C 1.06 -2.72 -5.00 -0.0046
C 3.56 -1.34 -4.59 -0.0078
H 0.42 2.81 -4.40 0.0002
H -1.35 2.81 -4.31 -0.0001
H -0.54 2.25 -5.75 0.0001
H -1.18 0.48 -6.38 -0.0002
H -2.57 0.29 -5.32 0.0002
H -1.52 -1.10 -5.68 0.0001
H 3.68 -1.04 -5.63 -0.0009
H 3.91 -2.37 -4.46 -0.0004
H 4.10 -0.66 -3.94 -0.0001
H 1.84 1.03 -4.69 -0.0017
H 1.01 0.10 -5.95 -0.0007
H 1.74 -3.56 -4.86 0.0005
H 0.98 -2.51 -6.06 -0.0005
H 0.07 -3.00 -4.62 0.0058
C 2.45 2.50 1.37 -0.0004
Si 1.43 2.95 2.88 -0.0170
C 2.14 2.06 4.37 0.0223
C 1.48 4.80 3.18 0.0214
N -0.18 2.44 2.57 0.4823
C -1.43 2.60 2.98 0.0112
C -1.81 2.78 4.36 0.1802
C -3.13 2.81 4.74 -0.0852
C -4.17 2.71 3.78 0.2600
C -3.82 2.58 2.42 -0.0861
C -2.52 2.53 2.03 0.1602
H 3.52 2.61 1.59 0.0009
H 2.22 3.14 0.51 0.0001
H 2.28 1.45 1.07 0.0040
H 3.11 2.50 4.64 -0.0001
H 1.48 2.14 5.25 0.0009
H 2.30 0.99 4.17 -0.0031
H 0.97 5.35 2.37 0.0021
H 1.00 5.07 4.13 -0.0008
H 2.52 5.16 3.22 0.0017
H -1.00 2.88 5.09 0.0007
H -3.39 2.91 5.80 0.0011
H -5.20 2.75 4.09 0.0100
H -4.62 2.53 1.66 -0.0012
H -2.22 2.44 0.97 0.0344

No. 3
83
Properties=species:S:1:pos:R:3:mulliken_spin:R:1 method="wB97M-V/def2-TZVPD" homo_energy_ev="-10.60 / -10.73" total_energy_ha=-3765.19724 max_force_ev_per_a=1.89 total_charge=+1 relative_energy_kcal_mol=21.5 s2=2.03 spin_multiplicity=3
Mo -0.18 -0.19 0.25 2.0772
I 4.72 5.83 0.84 -0.0003
C 3.39 4.31 0.38 -0.0007
C 2.56 4.43 -0.73 0.0015
C 1.66 3.42 -1.02 0.0067
I 0.38 3.61 -2.64 0.0001
C 1.60 2.28 -0.23 0.0201
O 0.72 1.34 -0.51 0.0700
C 2.45 2.15 0.88 0.0079
C 2.57 0.87 1.67 -0.0037
N 1.32 0.13 1.97 -0.0184
C 0.53 0.72 3.07 -0.0120
C -0.40 1.79 2.56 0.0083
C -0.60 2.98 3.23 -0.0056
C -1.51 3.89 2.71 0.0020
C -2.17 3.59 1.53 -0.0027
C -1.91 2.39 0.91 0.0239
N -1.05 1.50 1.42 0.0001
C 3.33 3.17 1.18 0.0006
H 2.61 5.30 -1.36 -0.0003
H 3.20 0.17 1.13 -0.0003
H 3.07 1.11 2.62 0.0024
H 1.61 -0.80 2.27 0.0070
H -0.08 -0.09 3.50 0.0004
H 1.17 1.11 3.87 -0.0011
H -0.06 3.19 4.14 0.0000
H -1.68 4.83 3.21 0.0000
H -2.87 4.28 1.08 0.0001
H -2.38 2.11 -0.03 -0.0086
H 3.99 3.08 2.03 0.0001
O -0.93 -1.62 1.28 -0.0150
N -1.44 -2.62 1.97 -0.0541
C -1.71 -3.70 1.31 0.0692
C -2.27 -4.81 2.04 -0.0037
N -2.70 -5.72 2.58 0.0312
C -1.45 -3.89 -0.10 -0.0032
N -1.20 -4.07 -1.22 0.0321
S 1.45 -1.74 -0.74 -0.0446
Sb 1.52 -2.19 -3.01 0.0153
C 2.50 -4.03 -3.02 0.0111
C 3.64 -4.20 -3.79 -0.0009
C 4.24 -5.44 -3.87 0.0004
C 3.70 -6.52 -3.19 -0.0002
C 2.56 -6.35 -2.41 0.0009
C 1.95 -5.11 -2.33 0.0009
C 0.10 -2.35 -4.53 0.0079
C -0.54 -3.57 -4.73 0.0008
C -1.36 -3.73 -5.83 -0.0005
C -1.55 -2.68 -6.71 0.0012
C -0.91 -1.47 -6.51 -0.0004
C -0.09 -1.29 -5.41 -0.0028
C 2.85 -0.75 -3.76 0.0060
C 3.21 -0.78 -5.11 -0.0040
C 4.11 0.15 -5.60 0.0002
C 4.64 1.11 -4.76 0.0000
C 4.27 1.16 -3.43 0.0007
C 3.38 0.22 -2.92 -0.0008
H 4.07 -3.36 -4.32 0.0001
H 5.13 -5.57 -4.46 0.0001
H 4.16 -7.49 -3.25 0.0000
H 2.14 -7.19 -1.88 0.0000
H 1.06 -4.98 -1.72 -0.0014
H -0.39 -4.39 -4.04 0.0006
H -1.86 -4.67 -5.99 0.0000
H -2.19 -2.81 -7.57 0.0000
H -1.06 -0.65 -7.20 0.0001
H 0.39 -0.34 -5.24 0.0000
H 2.80 -1.53 -5.77 -0.0005
H 4.40 0.12 -6.64 0.0001
H 5.35 1.84 -5.15 0.0000
H 4.68 1.91 -2.77 0.0000
H 3.09 0.25 -1.88 -0.0034
F -3.40 -0.54 0.73 -0.0008
C -3.16 -0.49 -0.60 0.0082
C -1.88 -0.23 -1.07 -0.2104
C -1.76 -0.15 -2.45 0.0089
F -0.54 0.12 -3.00 -0.0154
C -2.82 -0.34 -3.33 -0.0216
F -2.65 -0.25 -4.65 -0.0006
C -4.07 -0.64 -2.81 0.0355
F -5.10 -0.85 -3.63 0.0028
C -4.25 -0.71 -1.44 -0.0235
F -5.46 -0.97 -0.93 -0.0013

No. 4
9
Properties=species:S:1:pos:R:3:nbo_charge:R:1 method="wB97M-V/def2-TZVPD" homo_energy_ev="-8.93 / -8.98" total_energy_ha=-587.02064 max_force_ev_per_a=5.28 total_charge=0 relative_energy_kcal_mol=65.5
C -0.31 -1.75 -1.20 0.0326
N 0.96 1.44 0.74 -1.1666
O -1.20 0.13 1.75 -1.0186
O -0.01 -0.44 -0.59 -0.8221
P 0.07 0.01 1.04 1.8756
H -1.09 -2.32 -0.79 0.1558
H 0.48 -2.13 -1.70 0.1443
H 0.46 2.29 0.84 0.4045
H 1.53 1.34 -0.02 0.3945

No. 5
49
Properties=species:S:1:pos:R:3:nbo_charge:R:1 method="wB97M-V/def2-TZVPD" homo_energy_ev=-2.94 total_energy_ha=-4870.34943 max_force_ev_per_a=5.18 total_charge=-2 relative_energy_kcal_mol=50.0
Ca -0.08 -0.39 0.09 1.8167
C -0.28 -4.16 -3.18 0.7227
F -0.62 -4.57 -4.39 -0.3296
F -1.27 -4.61 -2.40 -0.3422
F 0.89 -4.69 -2.85 -0.3217
S 0.02 -2.23 -2.96 2.2899
O 1.44 -2.00 -3.18 -0.9216
O -0.84 -1.56 -3.96 -0.9720
O -0.30 -2.01 -1.55 -1.0922
C 1.82 3.16 -2.49 0.7439
F 1.89 3.70 -1.26 -0.3183
F 0.59 3.37 -2.94 -0.3379
F 2.71 3.53 -3.32 -0.3030
S 2.17 1.28 -2.35 2.2749
O 3.53 1.19 -1.78 -0.9810
O 1.19 0.78 -1.39 -1.0917
O 2.22 0.58 -3.64 -0.9494
C -0.83 3.93 2.72 0.7601
F 0.30 3.81 3.39 -0.3048
F -1.82 4.44 3.53 -0.3485
F -0.59 4.81 1.80 -0.3098
S -1.50 2.27 1.87 2.2977
O -0.34 1.48 1.37 -1.0503
O -2.23 1.45 2.84 -0.9876
O -2.31 2.71 0.79 -1.0007
C 2.88 1.00 3.40 0.7406
F 3.86 0.77 4.35 -0.3537
F 1.73 0.60 3.94 -0.3326
F 2.78 2.26 3.05 -0.3083
S 3.18 -0.21 1.84 2.2759
O 4.06 0.47 0.82 -0.9216
O 3.71 -1.39 2.52 -0.9872
O 1.88 -0.38 1.20 -1.0772
C -2.32 1.24 -2.26 -0.2504
O -1.72 0.82 -1.07 -0.7820
H -3.22 1.84 -2.10 0.1530
H -1.72 1.90 -2.88 0.1836
H -2.51 0.33 -2.83 0.1954
H -2.26 1.25 -0.39 0.4989
C -1.16 -3.32 1.41 -0.1100
C -2.29 -2.33 1.77 -0.0825
O -2.37 -1.27 0.91 -0.7330
O 0.15 -2.78 1.56 -0.7359
H -1.12 -3.66 0.37 0.2124
H -1.17 -4.23 2.01 0.1640
H -2.20 -2.08 2.82 0.1706
H -3.24 -2.86 1.68 0.1543
H -3.28 -0.96 0.91 0.4945
H 0.61 -3.29 2.24 0.4876